Entry 1:
A 2-piece molecular cluster, CH4FN2O overall. Source: the Open Molecules 2025 dataset; level of theory: ωB97M-V/def2-TZVPD.

Charge: +1
Energy relative to the best compared isomer or geometry (same formula, charge and spin) (kcal/mol): 69.4
Orbital gap (eV): 11.827
HOMO level (Ha): -0.66801

Geometry as XYZ:
```
9
Properties=species:S:1:pos:R:3:forces:R:3:mulliken_charge:R:1
H 2.0537 -1.1188 -0.3058 0.4355 -1.1659 -0.8859 0.322
N 0.2109 -0.9536 0.4558 -1.4722 -0.3914 1.1688 0.061
O -1.9263 -1.2959 -0.1067 -0.1026 1.1595 0.1752 -0.321
C 1.4982 -0.4837 0.3251 0.1559 2.4013 -3.6675 -0.563
H 1.3439 0.4491 -0.2497 0.5717 -0.0918 0.3250 0.329
N -0.8728 -0.9212 0.1631 -0.6066 -2.1495 -0.3772 0.846
H -2.4456 2.6247 -0.9463 0.0915 -0.1110 0.1243 0.402
F -1.9405 2.0052 -0.4697 0.0009 -0.0278 -0.0999 -0.392
H 2.0784 -0.3057 1.1342 0.9261 0.3768 3.2374 0.315
```
Forces are in eV/Å.

---

Entry 2:
CH4FN3O11V as an isolated structure. Source: the Open Molecules 2025 dataset; level of theory: ωB97M-V/def2-TZVPD.

Charge: -1
Orbital gap (alpha / beta) (eV): 7.164 / 2.796
2S+1: 3
⟨S²⟩: 2.034
HOMO level (alpha / beta) (Ha): -0.21688 / -0.21593

Geometry as XYZ:
```
21
Properties=species:S:1:pos:R:3:forces:R:3:mulliken_spin:R:1
O 1.2948 1.0595 -1.7693 -0.2420 -2.0311 5.7489 0.003
O -2.9790 1.8669 3.1294 -0.0919 -0.0461 0.5032 0.365
O -2.7971 -1.9902 -1.4049 1.0412 0.6462 -0.6063 0.000
O -1.0481 1.0810 3.6280 -0.7223 0.0515 -0.1671 0.345
N -1.8158 -1.6953 -0.7019 -4.1273 -2.9488 1.2960 -0.001
O -1.6358 -2.3670 0.3222 1.2246 0.1776 0.4669 0.000
H 1.5248 -2.5559 1.1647 -0.2996 -0.3216 -0.3252 0.000
O -1.1368 -0.7068 -0.9464 2.3058 3.0602 -0.4376 -0.002
C 1.5812 -1.8855 0.3071 0.4036 -1.0315 -0.7588 -0.001
H 2.0320 -0.4118 1.4274 -0.1955 0.6939 0.0085 0.000
O 0.5584 2.1073 -3.4053 1.3343 0.0563 -0.9424 0.005
H 2.5479 -2.0056 -0.1819 0.5015 0.4418 0.3709 0.001
N -1.9417 1.3105 2.8222 0.9442 0.2186 -0.5469 -0.034
O -1.7879 1.0268 1.6357 -0.2022 -0.4950 -0.0446 0.313
H 0.9334 -2.1565 -0.5266 -0.6362 0.2213 0.6839 0.000
O 1.3475 -0.5721 0.7738 -0.4122 0.0475 -0.3925 0.007
N 1.4714 1.4304 -2.9158 -0.9641 0.4478 -3.2995 0.000
F -1.2572 2.5462 -0.8674 1.3916 -2.6766 1.6306 0.013
O 2.4932 1.0017 -3.5034 -0.9181 1.0097 0.1299 0.001
V -0.1019 1.0036 -0.0012 0.8591 3.8974 -2.1512 1.204
O 0.7167 1.9128 1.0140 -1.1945 -1.4191 -1.1669 -0.222
```
Forces are in eV/Å.

---

Entry 3:
A 2-piece molecular cluster, CH4FOP overall. Source: the Open Molecules 2025 dataset; level of theory: ωB97M-V/def2-TZVPD.

Energy relative to the best compared isomer or geometry (same formula, charge and spin) (kcal/mol): 85.8
Orbital gap (alpha / beta) (eV): 9.821 / 9.821
HOMO level (alpha / beta) (Ha): -0.37991 / -0.37993

Geometry as XYZ:
```
8
Properties=species:S:1:pos:R:3:forces:R:3:mulliken_charge:R:1
H -0.4627 1.3530 -0.2612 -0.5722 0.7988 -0.3443 0.403
H 1.1267 0.5611 -0.1669 0.5666 -0.0867 0.2296 0.285
O -0.2984 0.2230 1.8564 1.1409 -1.2302 -4.2236 -0.597
H 0.0163 -0.7561 -2.1862 -0.8387 -0.2199 1.5683 0.053
F 0.6917 -1.9152 -0.2303 -1.2292 0.2038 -0.6458 -0.294
H -0.5362 1.1251 1.9376 -0.4782 1.5811 0.3938 0.277
P -0.6035 -1.0331 -0.7907 1.7747 -1.6930 -1.1543 0.186
C 0.0661 0.4423 -0.1588 -0.3639 0.6462 4.1763 -0.313
```
Forces are in eV/Å.

---

Entry 4:
The molecule CH4FOP. Source: the Open Molecules 2025 dataset; level of theory: ωB97M-V/def2-TZVPD.

Energy relative to the best compared isomer or geometry (same formula, charge and spin) (kcal/mol): 70.1
Orbital gap (eV): 8.828
HOMO level (Ha): -0.31742

Geometry as XYZ:
```
8
Properties=species:S:1:pos:R:3:forces:R:3:mulliken_charge:R:1
F 0.8078 0.8658 -2.5334 -0.5333 -1.3729 2.5011 -0.358
C 0.3541 -0.1598 0.8525 0.9931 -0.0519 -2.7905 -0.433
H -0.9925 -0.2338 -1.4386 0.8168 0.1730 0.1642 0.044
O -1.0168 -0.2750 1.0596 0.0364 0.0472 1.1377 -0.485
H 1.0140 0.6816 1.0721 -1.1610 0.8374 0.3482 0.319
H -1.5919 0.5212 1.0586 1.3095 -0.3581 -0.1596 0.336
P 0.4475 -0.4036 -1.3607 -0.0113 0.4912 -0.3792 0.309
H 0.9779 -0.9964 1.2898 -1.4503 0.2340 -0.8220 0.269
```
Forces are in eV/Å.

---

Entry 5:
CH4FOPS as an isolated structure. Source: the Open Molecules 2025 dataset; level of theory: ωB97M-V/def2-TZVPD.

Energy relative to the best compared isomer or geometry (same formula, charge and spin) (kcal/mol): 49.7
Orbital gap (eV): 8.660
HOMO level (Ha): -0.34145

Geometry as XYZ:
```
9
Properties=species:S:1:pos:R:3:forces:R:3:mulliken_charge:R:1
H 0.1882 2.6405 1.8916 -0.2017 -0.2350 -0.1269 0.321
S 1.7665 0.2489 2.9681 -0.4470 0.3202 -1.2778 -0.332
H -0.3054 0.4705 -0.7470 -0.9745 -0.1929 -0.7628 0.304
P 1.0570 0.7621 1.2319 -0.2008 -0.0988 -2.1428 0.606
C 0.1679 -0.4920 -0.6814 3.3195 1.7943 1.5722 -0.764
H 1.1719 -0.4535 -1.2804 -2.1169 -0.5650 1.2012 0.275
F 2.1550 1.5036 0.2240 -1.1323 -0.9364 1.3054 -0.261
O -0.0882 1.9616 1.2486 1.1664 -1.0473 0.0980 -0.459
H -0.3927 -1.4369 -0.5318 0.5873 0.9609 0.1335 0.310
```
Forces are in eV/Å.

---

Entry 6:
A 2-piece molecular cluster, CH4IN2 overall. Source: the Open Molecules 2025 dataset; level of theory: ωB97M-V/def2-TZVPD.

Charge: +1
Energy relative to the best compared isomer or geometry (same formula, charge and spin) (kcal/mol): 93.1
Orbital gap (alpha / beta) (eV): 8.945 / 8.944
HOMO level (alpha / beta) (Ha): -0.53992 / -0.53989

Geometry as XYZ:
```
8
Properties=species:S:1:pos:R:3:forces:R:3:mulliken_charge:R:1
H -0.1234 -2.3342 0.0321 0.4167 0.7162 -0.2300 0.296
C -0.5773 -0.3442 -0.0277 1.4157 3.8785 0.5789 0.095
N 0.7785 1.2853 0.0376 -1.8630 -2.1185 -0.0402 -0.578
H 0.6568 1.5613 -0.9308 0.1583 -0.3378 -0.7329 0.289
N 0.1884 -1.3525 -0.0929 1.5140 0.9257 1.3488 -0.239
I -2.5257 -0.0358 0.3035 -0.1042 -0.2339 -0.2757 0.467
H 1.1528 -0.9602 0.2009 -1.0305 -1.5093 -1.0021 0.387
H 0.4497 2.1802 0.4773 -0.5070 -1.3208 0.3532 0.284
```
Forces are in eV/Å.

---

Entry 7:
An isolated ion of composition CH4IN2O and charge +1. Source: the Open Molecules 2025 dataset; level of theory: ωB97M-V/def2-TZVPD.

Charge: +1
Energy relative to the best compared isomer or geometry (same formula, charge and spin) (kcal/mol): 14.0
Orbital gap (eV): 9.860
HOMO level (Ha): -0.53623

Geometry as XYZ:
```
9
Properties=species:S:1:pos:R:3:forces:R:3:mulliken_charge:R:1
O 1.7040 -0.7307 -0.7504 3.0879 -3.0126 -1.4735 -0.345
I -0.9230 -2.1757 0.1743 -0.0156 0.6969 0.1955 0.276
H 1.4684 -1.7343 -0.5976 -0.1570 2.8603 -0.0527 0.315
H 0.9785 1.1993 -0.6326 0.5265 -2.5367 0.3556 0.321
N 0.8303 0.1585 -0.3802 -1.9803 1.6483 0.2376 -0.067
H -2.0221 0.7733 0.8823 1.2648 -0.2509 -0.2902 0.271
C -0.3119 -0.1776 0.1293 -0.8995 1.4463 0.8393 0.424
H -0.7176 1.8425 0.5054 -0.1914 -1.5659 0.3111 0.235
N -1.0067 0.8448 0.6696 -1.6353 0.7142 -0.1226 -0.430
```
Forces are in eV/Å.

---

Entry 8:
A 2-piece molecular cluster, CH4IN2O overall. Source: the Open Molecules 2025 dataset; level of theory: ωB97M-V/def2-TZVPD.

Charge: +1
Energy relative to the best compared isomer or geometry (same formula, charge and spin) (kcal/mol): 5.7
Orbital gap (eV): 8.801
HOMO level (Ha): -0.50002

Geometry as XYZ:
```
9
Properties=species:S:1:pos:R:3:forces:R:3:mulliken_charge:R:1
H 0.0900 0.9763 0.5168 0.4031 0.4044 0.3053 0.466
I 2.6445 1.8896 1.3775 -0.3637 0.0219 0.3190 0.409
N -0.2743 0.0620 0.1016 -0.0558 -0.3658 -0.8916 0.059
O 0.6505 2.1666 1.3344 -1.4740 -1.0812 0.7926 -0.826
C -0.4522 -0.8191 -0.6197 -0.0836 -0.2815 1.5090 0.314
N -0.8284 -1.8022 -1.3561 -0.1306 -1.6053 -0.9359 -0.409
H -0.7738 -2.8684 -1.2561 0.2590 2.4179 0.3907 0.311
H -1.1729 -1.4567 -2.2375 -0.2651 -0.3804 -0.4988 0.274
H 0.1164 1.8517 2.1391 1.7106 0.8700 -0.9902 0.403
```
Forces are in eV/Å.

---

Entry 9:
An isolated ion of composition CH4IN2O and charge +1. Source: the Open Molecules 2025 dataset; level of theory: ωB97M-V/def2-TZVPD.

Charge: +1
Energy relative to the best compared isomer or geometry (same formula, charge and spin) (kcal/mol): 5.2
Orbital gap (eV): 10.673
HOMO level (Ha): -0.55122

Geometry as XYZ:
```
9
Properties=species:S:1:pos:R:3:forces:R:3:mulliken_charge:R:1
H 2.3234 0.2072 0.3922 0.6479 -0.0893 0.0611 0.225
C 0.4365 -0.2026 -0.3386 1.4131 1.7884 1.6786 0.368
N -0.7722 -0.1920 0.1449 -1.5164 -0.4037 -2.9375 -0.105
H 0.9736 0.5590 1.4007 -0.1464 0.8622 2.1936 0.168
H -2.4939 0.4227 -0.3615 0.0360 -0.0666 -0.2633 0.373
H -0.8800 -0.1582 1.1137 -0.8508 -0.0084 1.7647 0.255
N 1.3464 0.2881 0.5524 -0.8798 -1.7208 -3.1288 -0.353
O -1.9254 -0.3002 -0.6833 1.3567 -0.1241 1.2632 -0.331
I 0.9915 -0.6240 -2.2206 -0.0602 -0.2378 -0.6318 0.400
```
Forces are in eV/Å.

---

Entry 10:
A 2-piece molecular cluster, CH4IN3O2 overall. Source: the Open Molecules 2025 dataset; level of theory: ωB97M-V/def2-TZVPD.

Energy relative to the best compared isomer or geometry (same formula, charge and spin) (kcal/mol): 20.9
Orbital gap (alpha / beta) (eV): 6.605 / 6.713
2S+1: 3
⟨S²⟩: 2.019
HOMO level (alpha / beta) (Ha): -0.23092 / -0.31238

Geometry as XYZ:
```
11
Properties=species:S:1:pos:R:3:forces:R:3:mulliken_spin:R:1
I 2.6993 0.3418 -0.0584 2.8487 1.7681 -0.7145 0.903
N 1.0352 -0.9431 0.7562 -4.7061 0.7264 -1.3882 0.834
H 1.7130 -2.7382 0.2676 0.0300 0.2525 0.0409 0.014
O -0.6401 -0.4445 -1.3046 -0.4319 0.7120 0.0651 -0.016
H -2.4254 1.9053 0.5197 0.3419 -0.1488 0.1368 0.001
N -1.5853 2.0546 -0.0387 -0.0592 -0.3080 -0.7377 -0.012
N 0.8984 -2.1298 0.2082 0.1519 -0.8393 -0.2863 0.294
H -1.1820 2.9520 0.2198 0.1972 -0.2693 0.1601 0.000
O -0.6100 1.0713 0.4530 -0.6919 1.6908 1.1307 0.000
C -0.3524 0.0961 -0.3039 2.5109 -3.6823 1.1440 -0.033
H 0.4493 -2.1654 -0.7187 -0.1917 0.0978 0.4491 0.014
```
Forces are in eV/Å.

---

Number 1: calculated total energy -8835.27690 eV. Number 2: calculated total energy -56489.39371 eV. Number 3: calculated total energy -15152.90208 eV. Number 4: calculated total energy -15153.57912 eV. Number 5: calculated total energy -25990.99543 eV. Number 6: calculated total energy -12171.88908 eV. Number 7: calculated total energy -14220.81866 eV. Number 8: calculated total energy -14221.18134 eV. Number 9: calculated total energy -14221.20071 eV. Number 10: calculated total energy -17760.95486 eV.